Entry 1:
Below is a molecular structure, C3H16FeO6 in a non-equilibrium geometry, with properties calculated with ωB97M-V with the def2-TZVPD basis set.

Summary:
LUMO energy (spin up / spin down)   -0.5 / -0.5 eV
Net charge   0
Energy relative to the best compared isomer or geometry (same formula, charge and spin)   19.89 kcal per mole
DFT total energy   -1838.95772 hartree
Multiplicity   5
HOMO-LUMO gap (spin up / spin down)   6.35 / 6.43 eV

Geometry as XYZ:
```
26
Properties=species:S:1:pos:R:3:forces:R:3
Fe -0.5071 0.0869 0.6682 0.488 -1.856 -2.304
C 1.9602 -1.3682 -2.1610 -0.787 0.009 2.340
C 1.2254 -2.2729 -1.1053 -1.340 1.325 0.323
O 0.4774 -1.6663 0.0129 1.046 0.196 -1.314
H 2.4356 -2.0990 -2.8151 0.222 0.570 -0.346
H 2.6415 -0.8172 -1.5125 0.729 0.085 -0.484
H 1.3403 -0.5985 -2.6208 -0.212 -0.441 -0.373
H 2.0278 -2.9381 -0.7864 0.073 -0.050 0.810
H 0.5957 -2.9244 -1.7113 -0.689 -0.122 0.178
C -1.0585 1.4158 -2.1642 0.575 0.419 1.230
O -1.4877 0.7737 -1.0236 -0.463 -0.315 1.310
H -1.1239 0.8182 -3.0733 0.127 -0.144 -0.171
H -1.5354 2.3802 -2.3391 -0.916 0.193 -0.242
H -0.0461 1.7772 -1.9838 0.993 -0.256 -0.638
O -2.1818 -1.0993 1.5401 -0.110 0.230 0.249
H -2.3548 -1.3983 2.4328 0.039 -0.057 0.183
H -2.7588 -1.6318 0.9926 0.011 -0.063 -0.546
O 0.9718 1.5632 0.5846 0.550 0.690 -0.100
H 0.7131 2.4131 0.2281 -0.265 0.160 -0.385
H 1.8451 1.7111 0.9477 0.260 -0.343 0.139
O 0.4566 -0.2613 2.8056 -0.418 0.144 0.053
H 1.1967 -0.1109 3.3936 0.363 0.032 -0.053
H -0.2535 -0.5452 3.3814 -0.116 -0.222 0.169
O -1.4820 1.9159 1.9315 -0.065 -0.190 0.140
H -1.3890 2.1279 2.8602 0.134 -0.066 0.290
H -1.7089 2.7483 1.5169 -0.231 0.072 -0.458
```
Forces are in eV/Å.

=====

Entry 2:
Below is 4 unconnected molecules or ions with the total composition C3H16N2O3 in a non-equilibrium geometry, with properties calculated with ωB97M-V with the def2-TZVPD basis set.

Summary:
LUMO energy   0.5 eV
Net charge   0
Energy relative to the best compared isomer or geometry (same formula, charge and spin)   16.23 kcal per mole
Structure (SMILES)   C[C@H](N)CN.O.O.O
DFT total energy   -459.11017 hartree
HOMO-LUMO gap   9.36 eV

Geometry as XYZ:
```
24
Properties=species:S:1:pos:R:3:forces:R:3
N -0.0072 1.7297 1.2241 -0.187 -1.942 -0.250
C -0.9641 0.5628 1.2774 0.349 -0.030 -0.286
C -1.8487 0.5787 2.5167 -0.305 1.121 -0.287
C -1.7950 0.4997 -0.0283 0.696 1.068 -0.311
N -0.9835 0.5467 -1.2485 -1.079 0.239 -0.091
H -0.4479 2.6363 1.3190 0.069 -0.141 0.464
H 0.6849 1.4921 1.9314 -0.126 1.003 -0.005
H -0.2998 -0.3246 1.3563 -0.324 0.386 -0.457
H -2.6657 -0.1375 2.4946 -0.444 0.163 -0.542
H -1.3398 0.2595 3.4140 0.574 0.518 0.354
H -2.2051 1.6463 2.5687 -0.108 -1.185 0.541
H -2.5495 1.3149 -0.0565 0.697 0.119 0.087
H -2.4710 -0.3350 -0.0668 0.107 -0.960 0.197
H -0.2801 -0.1653 -1.2919 0.207 -0.304 0.231
H -0.5433 1.4412 -1.4080 -0.061 -0.049 0.237
H 1.5408 1.2826 -0.4032 -0.232 0.450 0.138
H 2.5447 1.6078 -1.5686 -0.091 0.213 0.058
O 2.1859 0.9144 -1.0153 0.144 -0.649 0.019
H 0.0262 -2.8693 -1.2240 -0.289 -0.092 0.281
H -0.6079 -2.5715 0.1782 -0.012 -0.166 -0.293
O 0.0960 -2.3261 -0.4316 0.146 0.207 0.076
H 2.0808 -1.3956 -1.2857 0.109 0.041 -0.122
H 2.0629 -2.5695 -2.2951 0.233 0.284 0.211
O 2.6448 -1.9327 -1.8577 -0.075 -0.293 -0.249
```
Forces are in eV/Å.

=====

Entry 3:
Below is 4 unconnected molecules or ions with the total composition C3H16N2O3 in a non-equilibrium geometry, with properties calculated with ωB97M-V with the def2-TZVPD basis set.

Summary:
LUMO energy   0.5 eV
Net charge   0
Energy relative to the best compared isomer or geometry (same formula, charge and spin)   12.08 kcal per mole
Structure (SMILES)   C[C@H](N)CN.O.O.O
DFT total energy   -459.11678 hartree
HOMO-LUMO gap   9.48 eV

Geometry as XYZ:
```
24
Properties=species:S:1:pos:R:3:forces:R:3
N 0.3278 -1.8445 -0.5242 -0.446 0.173 -0.338
C 0.9766 -0.7032 0.0979 0.883 1.014 0.324
C 2.4092 -0.9559 0.6276 -0.592 -0.273 -1.692
C 1.1433 0.5151 -0.8541 -0.885 -1.472 -0.081
N -0.0555 0.9944 -1.5185 0.043 0.160 -0.229
H 0.5677 -1.9407 -1.5029 0.237 -0.115 0.018
H 0.5518 -2.7034 -0.0412 0.015 -0.059 -0.065
H 0.3474 -0.3624 0.9193 0.047 -0.095 0.182
H 2.7550 -0.0514 1.1137 0.108 -0.375 0.857
H 2.4786 -1.9305 1.0986 0.139 0.280 0.913
H 3.0592 -1.0616 -0.2529 -0.035 0.000 -0.029
H 1.8416 0.1553 -1.6133 0.115 0.385 -0.207
H 1.6157 1.2989 -0.2792 0.162 0.203 -0.059
H -0.8560 1.0869 -0.9055 0.115 0.060 0.174
H -0.3303 0.3743 -2.2678 -0.037 0.014 0.017
H -2.0746 -1.2710 -0.9514 0.174 -0.061 -0.025
H -2.7603 -1.7455 -2.2084 -0.126 0.065 0.035
O -2.8801 -1.1371 -1.4707 0.159 -0.077 0.021
H 0.9354 2.3112 1.2922 0.062 -0.136 0.300
H -0.1968 1.8404 2.1649 0.305 -0.267 -0.050
O 0.7648 1.7330 2.0503 -0.233 0.583 -0.057
H -2.0083 0.3830 1.2592 -0.006 0.218 0.046
H -2.7666 1.6697 1.6285 0.127 -0.099 -0.123
O -1.9034 1.3415 1.3439 -0.331 -0.126 0.067
```
Forces are in eV/Å.

=====

Entry 4:
Below is 4 unconnected molecules or ions with the total composition C3H16NO3 in a non-equilibrium geometry, with properties calculated with ωB97M-V with the def2-TZVPD basis set.

Summary:
LUMO energy   -2.8 eV
Net charge   +1
Energy relative to the best compared isomer or geometry (same formula, charge and spin)   40.79 kcal per mole
DFT total energy   -404.09909 hartree
HOMO-LUMO gap   11.74 eV

Geometry as XYZ:
```
23
Properties=species:S:1:pos:R:3:forces:R:3
C -0.3690 0.9630 2.9223 -0.026 -0.272 1.470
C -0.6592 -0.2837 2.0677 -1.452 -0.518 2.418
N -0.3603 0.0117 0.6487 1.512 0.230 0.903
C -0.6125 -1.1221 -0.2360 -2.123 -1.324 -4.178
H -0.8468 1.8495 2.5297 -0.164 0.239 -0.266
H -0.7850 0.8394 3.9653 0.348 -0.091 -1.165
H 0.7049 1.1955 3.0921 -0.523 -0.368 -0.463
H -0.0553 -1.1551 2.4932 -0.632 1.043 -1.211
H -1.7747 -0.5916 2.1796 1.909 0.601 -0.432
H 0.6801 0.3338 0.6890 -1.981 -0.808 -1.141
H -0.9314 0.8095 0.2644 0.756 -0.230 0.617
H 0.2451 -1.7908 -0.5069 -0.479 1.387 0.294
H -1.1705 -0.6487 -1.1998 2.058 -1.165 1.786
H -1.4238 -1.8766 -0.0031 0.775 1.304 1.165
H 1.8376 -0.7528 -1.9890 0.049 1.017 1.333
H 2.1594 0.7087 -1.7367 0.156 -0.046 0.356
O 1.9301 -0.0822 -1.2280 -0.205 -0.457 -1.318
H -0.5163 2.8561 -1.2753 -1.175 -0.763 1.252
H -1.9499 2.4558 -1.4410 -0.818 -0.071 -0.232
O -1.2771 2.4331 -0.7666 1.955 0.644 -0.914
H 1.1537 -1.9897 -3.9679 -0.273 0.641 -0.079
H 2.2095 -2.4538 -3.1819 4.399 -6.922 1.680
O 1.8114 -1.7090 -3.3198 -4.066 5.927 -1.876
```
Forces are in eV/Å.

=====

Entry 5:
Below is 4 unconnected molecules or ions with the total composition C3H16NO3 in a non-equilibrium geometry, with properties calculated with ωB97M-V with the def2-TZVPD basis set.

Summary:
LUMO energy   -2.8 eV
Net charge   +1
Energy relative to the best compared isomer or geometry (same formula, charge and spin)   67.60 kcal per mole
DFT total energy   -404.05636 hartree
HOMO-LUMO gap   12.30 eV

Geometry as XYZ:
```
23
Properties=species:S:1:pos:R:3:forces:R:3
C -2.8624 -0.3866 0.1546 -0.038 2.215 -0.764
C -1.4667 -0.1740 0.8436 -1.811 3.032 -1.043
N -0.4249 0.3247 -0.1988 -3.273 -3.738 -2.121
C 0.3398 -0.8512 -0.8260 1.969 0.342 2.319
H -2.9814 -0.6017 -0.9199 1.495 0.082 -0.087
H -3.2789 -1.2800 0.5060 -1.152 -0.849 1.339
H -3.5411 0.5355 0.1682 0.847 -1.388 0.898
H -1.5403 0.4632 1.8234 0.172 -0.276 -2.376
H -1.0989 -1.0335 1.2573 1.020 -2.515 0.443
H 0.0890 1.0311 0.1712 2.925 1.674 1.717
H -0.8075 0.8501 -1.0354 -0.326 -0.839 1.674
H 0.3191 -0.8875 -1.8808 -1.111 -0.002 -1.109
H 0.0407 -1.7736 -0.2934 0.113 0.545 -0.771
H 1.4503 -0.7393 -0.6804 -1.306 0.096 0.440
H 2.4744 0.4955 0.8957 -0.220 2.451 0.107
H 2.4911 2.1523 0.7605 1.446 0.524 -0.641
O 2.0384 1.3919 1.0641 -1.199 -2.999 0.534
H -0.1174 3.0129 -1.8311 0.294 1.010 0.597
H 0.2128 2.9082 -0.2352 0.899 2.799 2.518
O -0.0013 2.5179 -1.0199 -0.945 -2.069 -3.834
H 2.6764 -2.6722 1.1689 -0.299 1.583 -1.786
H 3.2740 -3.0443 -0.1309 -1.470 2.652 0.277
O 2.7146 -2.2394 0.2382 1.971 -4.329 1.670
```
Forces are in eV/Å.

=====

Entry 6:
Below is 5 unconnected molecules or ions with the total composition C3H16NO7 in a non-equilibrium geometry, with properties calculated with ωB97M-V with the def2-TZVPD basis set.

Summary:
LUMO energy   -3.0 eV
Net charge   +1
Energy relative to the best compared isomer or geometry (same formula, charge and spin)   33.15 kcal per mole
DFT total energy   -705.08386 hartree
HOMO-LUMO gap   11.28 eV

Geometry as XYZ:
```
27
Properties=species:S:1:pos:R:3:forces:R:3
O 1.0558 -2.9461 -0.0282 0.636 5.505 0.271
C 1.0764 -1.6796 0.1594 -1.611 -6.562 0.105
O 1.4572 -1.1103 1.2722 -0.604 2.631 -0.448
C 0.3992 -0.7114 -0.7226 -0.979 1.001 -2.904
C 1.3277 -0.3108 -1.9361 -2.552 -0.542 -2.254
O 0.7793 0.9293 -2.3386 0.070 1.172 -1.569
N -0.0346 0.6067 -0.0596 2.431 -1.490 0.794
H 2.0882 -1.5222 1.8099 1.396 -1.802 1.129
H -0.5092 -1.1137 -1.2775 0.974 0.251 1.338
H 1.1076 -0.9229 -2.9247 1.140 -0.043 2.737
H 2.3468 -0.1536 -1.6884 1.130 -0.445 0.278
H 0.8646 0.9676 -3.3186 -0.176 0.323 1.144
H -0.5311 1.1424 -0.7545 0.075 0.369 -0.252
H -0.6659 0.3928 0.7848 0.277 0.210 -0.607
H 0.8434 1.1276 0.2529 -1.827 -0.572 -0.459
H -0.1792 2.4817 2.5033 0.412 -2.298 0.935
H 0.8354 1.5931 3.2975 -0.073 0.025 0.116
O -0.0352 1.5405 2.8867 0.003 2.376 -0.861
H -0.0687 3.8472 -0.3179 -0.066 -0.692 1.193
H -1.2176 3.4170 0.5949 0.138 0.030 0.050
O -0.2664 3.2760 0.4728 -0.246 0.927 -1.246
H -2.5867 -1.9796 -1.6825 -0.247 0.685 -0.693
H -3.4726 -0.7319 -1.4743 1.498 -0.731 -1.657
O -2.7657 -1.1076 -2.1074 -1.242 -0.016 2.410
H -1.2169 0.0202 2.5450 0.564 0.336 1.228
H -2.0207 -0.9431 1.6743 -0.405 -0.815 0.041
O -1.7494 -0.0391 1.7660 -0.716 0.166 -0.818
```
Forces are in eV/Å.